Record 1
Formula: C34H36AlAsNO3
Source: the Open Molecules 2025 dataset
Level of theory: ωB97M-V/def2-TZVPD

Calculated values
F_max, eV Å⁻¹: 1.47
Total charge: -1
Energy above the lowest of the compared OMol25 structures with the same formula, charge and spin, kcal/mol: 31.1
HOMO (alpha / beta), eV: -2.0228 / -2.3473
Molecular weight, Da: 608.6
Frontier orbital gap (alpha / beta), Eh: 0.170 / 0.183

The geometry in XYZ format:
```
76
Properties=species:S:1:pos:R:3:mulliken_charge:R:1
Al 0.149 -1.019 -1.347 0.056
O 0.875 -2.771 -2.123 -0.086
C 1.267 -3.189 -3.428 -0.674
C 2.243 -2.220 -4.074 -0.592
C 1.783 -0.748 -4.042 -0.872
C 0.317 -0.517 -4.296 0.457
C -0.164 0.051 -5.439 -0.549
C -1.554 0.218 -5.648 -0.647
C -2.413 -0.180 -4.588 -0.644
C -1.887 -0.647 -3.427 -0.710
N -0.522 -0.854 -3.227 0.579
H 1.570 -2.883 -1.394 0.360
H 0.350 -3.231 -4.015 0.376
H 1.694 -4.191 -3.370 0.423
H 2.386 -2.538 -5.111 0.410
H 3.209 -2.289 -3.564 0.312
H 2.384 -0.168 -4.742 0.465
H 1.985 -0.370 -3.029 0.020
H 0.546 0.332 -6.210 0.369
H -1.943 0.632 -6.568 0.420
H -3.489 -0.094 -4.686 0.414
H -2.525 -0.926 -2.594 0.492
C -0.708 0.744 -0.509 -0.638
H 0.216 1.242 -0.191 0.262
H -1.228 0.469 0.411 0.429
O 2.511 -4.448 0.607 -0.671
C 2.977 -3.351 0.317 -0.126
O 2.342 -2.330 -0.149 -0.536
H 4.066 -3.190 0.452 0.398
C 4.476 -2.883 4.167 -0.439
C 3.182 -3.294 4.444 -0.637
C 2.099 -2.631 3.877 -0.071
C 2.303 -1.546 3.032 0.366
C 3.608 -1.142 2.754 -0.121
C 4.688 -1.801 3.321 -0.668
As 0.856 -0.604 2.098 0.251
C -0.615 -1.056 3.289 -0.261
C -1.424 -2.181 3.204 -0.332
C -2.481 -2.338 4.093 -0.587
C -2.731 -1.364 5.052 -0.663
C -1.932 -0.231 5.128 -0.517
C -0.872 -0.069 4.245 0.798
C 0.036 1.102 4.182 0.235
C -0.023 2.224 5.001 -0.600
C 0.872 3.267 4.811 -0.625
C 1.827 3.199 3.803 -0.691
C 1.886 2.082 2.979 -0.440
C 1.005 1.028 3.177 0.107
H 5.318 -3.415 4.592 0.355
H 3.009 -4.143 5.094 0.376
H 1.093 -2.972 4.086 0.321
H 3.781 -0.326 2.060 0.215
H 5.697 -1.485 3.085 0.364
H -1.230 -2.932 2.447 0.532
H -3.113 -3.215 4.032 0.410
H -3.558 -1.485 5.740 0.376
H -2.145 0.527 5.873 0.352
H -0.770 2.295 5.783 0.343
H 0.822 4.142 5.447 0.378
H 2.518 4.019 3.655 0.396
H 2.616 2.038 2.179 0.406
C -2.538 3.577 -4.064 -1.467
C -3.024 3.443 -2.616 2.413
C -4.468 2.928 -2.606 -1.572
C -2.965 4.819 -1.935 -1.760
C -2.176 2.486 -1.879 -1.168
C -1.504 1.694 -1.266 -0.045
H -3.129 4.335 -4.590 0.428
H -2.624 2.628 -4.592 0.184
H -1.489 3.874 -4.087 0.363
H -5.127 3.621 -3.139 0.410
H -4.829 2.818 -1.581 0.379
H -4.519 1.952 -3.092 0.269
H -3.683 5.503 -2.398 0.386
H -1.964 5.244 -2.029 0.381
H -3.196 4.733 -0.872 0.377
```



Record 2
Formula: C34H36AsMnN5O7S
Source: the Open Molecules 2025 dataset
Level of theory: ωB97M-V/def2-TZVPD

Calculated values
F_max, eV Å⁻¹: 2.90
Energy above the lowest of the compared OMol25 structures with the same formula, charge and spin, kcal/mol: 21.6
HOMO (alpha / beta), eV: -8.0421 / -7.4047
Molecular weight, Da: 788.6
Frontier orbital gap (alpha / beta), Eh: 0.258 / 0.235
Multiplicity: 2

The geometry in XYZ format:
```
85
Properties=species:S:1:pos:R:3:mulliken_charge:R:1
Mn 1.784 -0.176 1.002 0.045
C -9.107 4.576 -5.743 -0.824
O -8.993 3.347 -5.063 -0.460
C -7.808 3.022 -4.486 0.916
C -7.730 1.763 -3.878 -0.649
C -6.567 1.347 -3.274 -0.502
C -5.434 2.169 -3.249 0.388
C -5.524 3.423 -3.853 -0.705
C -6.688 3.847 -4.463 -0.641
C -4.223 1.722 -2.599 0.246
N -4.052 0.560 -2.001 -0.864
C -2.788 0.566 -1.506 1.094
C -2.166 1.780 -1.811 -0.086
N -3.092 2.493 -2.510 -0.126
C -0.850 2.124 -1.415 0.089
C -0.201 3.310 -1.703 -0.672
C 1.105 3.495 -1.226 -1.117
C 1.692 2.507 -0.461 -0.278
N 1.104 1.349 -0.148 0.207
C -0.177 1.124 -0.647 0.870
C -0.760 -0.118 -0.378 0.347
N 0.022 -1.032 0.317 -0.110
C -0.496 -2.236 0.573 -0.573
C -1.769 -2.612 0.202 -1.000
C -2.588 -1.706 -0.491 -0.798
C -2.088 -0.455 -0.792 0.066
H -10.113 4.590 -6.162 0.241
H -8.379 4.655 -6.556 0.341
H -8.990 5.428 -5.066 0.330
H -8.605 1.132 -3.896 0.428
H -6.504 0.378 -2.806 0.491
H -4.681 4.098 -3.858 0.225
H -6.713 4.827 -4.914 0.390
H -2.949 3.405 -2.903 0.187
H -0.687 4.076 -2.289 0.456
H 1.645 4.401 -1.447 0.433
H 2.690 2.651 -0.064 0.494
H 0.162 -2.922 1.096 0.714
H -2.124 -3.601 0.437 0.496
H -3.586 -1.970 -0.799 0.590
O 2.592 -0.584 3.972 -0.528
C 2.701 -1.564 3.255 -0.315
O 2.300 -1.664 2.056 0.005
H 3.151 -2.497 3.658 0.258
C 0.614 1.743 4.691 -1.176
As 0.229 0.612 3.123 0.838
C -1.575 1.329 2.695 -1.334
C -0.411 -0.988 4.074 -1.149
H -0.172 1.649 5.443 0.378
H 0.703 2.787 4.385 0.377
H 1.566 1.415 5.106 0.330
H -2.179 1.454 3.595 0.443
H -2.084 0.640 2.021 0.356
H -1.489 2.291 2.193 0.347
H -1.397 -0.814 4.510 0.436
H 0.298 -1.236 4.863 0.393
H -0.471 -1.828 3.381 0.180
C 2.079 -5.480 -0.480 -1.732
C 3.208 -4.811 0.241 0.761
C 3.329 -4.914 1.622 -0.222
C 4.364 -4.282 2.290 -0.709
C 5.269 -3.525 1.573 0.253
C 5.194 -3.447 0.195 -0.626
C 4.167 -4.094 -0.468 -0.663
S 6.454 -2.537 2.468 1.336
O 7.764 -2.679 1.894 -0.689
O 6.286 -2.772 3.874 -0.735
N 5.886 -0.999 2.143 -0.252
C 6.566 -0.244 1.114 -0.576
C 5.668 0.863 0.548 -0.875
C 4.214 0.416 0.535 1.116
O 3.762 -0.346 -0.338 -0.721
O 3.471 0.889 1.440 -0.682
H 1.239 -5.659 0.185 0.368
H 2.408 -6.441 -0.875 0.405
H 1.743 -4.872 -1.315 0.367
H 2.600 -5.488 2.177 0.363
H 4.484 -4.356 3.361 0.606
H 5.928 -2.883 -0.355 0.357
H 4.098 -4.024 -1.544 0.384
H 5.633 -0.485 2.973 0.318
H 6.824 -0.964 0.337 0.265
H 7.503 0.193 1.489 0.357
H 5.992 1.116 -0.461 0.400
H 5.717 1.743 1.188 0.312
```



Record 3
Formula: C34H36Cl3HgN4O3S
Source: the Open Molecules 2025 dataset
Level of theory: ωB97M-V/def2-TZVPD

Calculated values
F_max, eV Å⁻¹: 0.16
Total charge: -2
Energy above the lowest of the compared OMol25 structures with the same formula, charge and spin, kcal/mol: 0.0
HOMO (alpha / beta), eV: -0.4486 / -2.2953
Molecular weight, Da: 887.7
Frontier orbital gap (alpha / beta), Eh: 0.171 / 0.239
Multiplicity: 2

The geometry in XYZ format:
```
82
Properties=species:S:1:pos:R:3:mulliken_charge:R:1
Hg 0.361 1.004 -0.410 1.138
C 0.107 -2.592 4.762 -0.754
C 0.459 -1.350 5.283 -0.457
C 0.528 -0.222 4.483 -0.784
C 0.237 -0.307 3.105 -0.907
C -0.126 -1.569 2.591 1.060
C -0.185 -2.685 3.399 -0.831
N 0.315 0.736 2.214 0.699
N 0.732 1.872 2.734 -0.719
C 0.899 2.910 1.832 -0.172
C 1.238 4.154 2.405 -0.274
C 1.433 5.278 1.629 -0.506
C 1.297 5.206 0.244 -0.661
C 0.974 3.984 -0.337 -0.179
C 0.783 2.838 0.424 -0.029
H 0.063 -3.468 5.399 0.372
H 0.689 -1.261 6.341 0.336
H 0.813 0.739 4.888 0.387
H -0.352 -1.641 1.533 0.437
H -0.456 -3.640 2.961 0.431
H 1.332 4.194 3.485 0.379
H 1.689 6.221 2.103 0.322
H 1.441 6.086 -0.374 0.369
H 0.873 3.924 -1.416 0.367
Cl -3.886 4.348 -6.371 -0.301
C -3.325 3.590 -4.888 0.484
C -2.127 2.894 -4.878 -0.793
C -1.696 2.300 -3.712 0.589
Cl -0.189 1.436 -3.715 -0.153
C -2.412 2.341 -2.466 -1.132
O -2.029 1.781 -1.408 -0.366
C -3.633 3.087 -2.579 0.716
Cl -4.610 3.244 -1.139 -0.271
C -4.083 3.690 -3.736 -0.734
H -1.527 2.813 -5.775 0.408
H -5.017 4.234 -3.732 0.392
C 4.369 2.050 -0.181 -0.490
C 4.943 0.725 -0.666 -1.100
N 4.070 -0.414 -0.420 0.305
C 4.261 -1.169 0.819 -1.014
C 3.353 -0.722 1.952 -0.287
C 3.079 -0.738 -1.282 0.196
S 2.842 0.100 -2.730 -0.345
N 2.359 -1.839 -0.925 -0.270
C 1.061 -1.928 -0.953 0.029
O 0.180 -1.011 -1.060 -0.259
C 0.495 -3.311 -0.772 0.155
C -0.862 -3.460 -0.503 0.179
C -1.395 -4.727 -0.307 -1.034
C -0.582 -5.849 -0.386 -0.444
C 0.772 -5.701 -0.661 -0.600
C 1.309 -4.436 -0.849 -0.556
H 5.047 2.867 -0.437 0.465
H 4.214 2.057 0.899 0.205
H 3.409 2.243 -0.658 -0.075
H 5.891 0.513 -0.163 0.359
H 5.126 0.776 -1.739 0.503
H 5.312 -1.059 1.096 0.398
H 4.075 -2.220 0.599 0.421
H 3.524 0.317 2.236 0.224
H 3.498 -1.352 2.833 0.423
H 2.311 -0.810 1.651 -0.291
H -1.490 -2.579 -0.446 0.476
H -2.451 -4.831 -0.089 0.416
H -1.000 -6.837 -0.232 0.389
H 1.412 -6.574 -0.724 0.384
H 2.362 -4.297 -1.053 0.469
C -2.830 -1.530 -2.853 -0.920
C -3.795 -0.909 -1.869 0.001
O -3.333 -1.148 -0.553 -0.187
C -3.983 -0.314 0.390 0.068
C -3.318 -0.471 1.736 -0.936
H -3.140 -1.304 -3.875 0.465
H -2.784 -2.615 -2.734 0.316
H -1.832 -1.121 -2.693 -0.104
H -4.809 -1.328 -1.982 0.329
H -3.858 0.169 -2.041 0.014
H -5.049 -0.592 0.444 0.261
H -3.916 0.724 0.053 -0.075
H -3.272 -1.521 2.034 0.269
H -3.879 0.079 2.496 0.496
H -2.303 -0.073 1.720 -0.089
```



Record 4
Formula: C34H36ClF40NO8
Source: the Open Molecules 2025 dataset
Level of theory: ωB97M-V/def2-TZVPD

Calculated values
F_max, eV Å⁻¹: 8.65
HOMO, eV: -9.6770
Molecular weight, Da: 1382.0
Frontier orbital gap, Eh: 0.360
SMILES: NCC[C@]1(CCCCl)C(=O)OC[C@@H]1O.FC(F)C(F)(F)COC(F)(F)C(F)F.FC(F)C(F)(F)COC(F)(F)C(F)F.FC(F)C(F)(F)COC(F)(F)C(F)F.FC(F)C(F)(F)COC(F)(F)C(F)F.FC(F)C(F)(F)COC(F)(F)C(F)F

The geometry in XYZ format:
```
120
Properties=species:S:1:pos:R:3:mulliken_charge:R:1
N -0.001 -0.591 -1.563 -0.552
C 0.823 0.534 -2.222 -0.058
C 2.000 1.129 -1.240 -0.612
C 3.054 0.001 -0.674 1.561
C 3.862 -0.969 -1.719 -0.831
C 3.474 -2.559 -1.643 -0.544
C 4.104 -3.367 -0.357 -0.155
Cl 4.643 -5.088 -0.804 -0.248
C 2.457 -0.599 0.729 0.404
O 1.554 -1.552 0.994 -0.656
O 3.086 0.048 1.928 -0.401
C 3.804 1.300 1.536 -0.175
C 4.319 0.854 0.012 -0.855
O 5.000 1.870 -0.804 -0.567
H 0.697 -1.372 -1.472 0.145
H -0.667 -0.938 -2.312 0.295
H 1.289 0.203 -3.257 0.219
H 0.044 1.394 -2.441 0.017
H 1.475 1.763 -0.382 -0.136
H 2.618 1.925 -1.876 0.381
H 3.572 -0.605 -2.818 0.284
H 5.047 -0.860 -1.658 0.331
H 2.330 -2.799 -1.685 0.090
H 3.950 -3.066 -2.612 0.462
H 4.922 -2.740 0.232 0.264
H 3.205 -3.496 0.418 0.121
H 3.098 2.246 1.520 -0.003
H 4.817 1.399 2.114 0.352
H 5.214 0.133 0.293 0.540
H 5.993 1.695 -0.839 0.380
F -1.906 2.835 4.486 -0.219
C -2.433 3.877 3.804 0.057
F -3.774 3.654 3.749 -0.278
C -1.854 4.007 2.400 1.033
F -2.150 2.917 1.640 -0.269
F -2.464 5.066 1.782 -0.292
C -0.340 4.260 2.345 -0.868
O 0.483 3.112 2.123 -0.364
C 0.816 2.361 3.288 0.717
F 0.432 3.051 4.390 -0.320
F 2.176 2.325 3.328 -0.309
C 0.260 0.932 3.253 1.015
F -1.094 0.926 3.154 -0.268
F 0.567 0.259 4.393 -0.300
H -2.274 4.790 4.384 0.295
H -0.163 4.894 1.467 0.378
H 0.016 4.862 3.190 0.315
H 0.663 0.375 2.403 -0.375
F 1.772 -9.469 2.998 -0.227
C 1.245 -8.427 2.315 0.088
F -0.096 -8.649 2.261 -0.248
C 1.825 -8.297 0.912 0.830
F 1.528 -9.387 0.152 -0.309
F 1.214 -7.238 0.293 -0.297
C 3.338 -8.043 0.857 -0.377
O 4.161 -9.192 0.634 -0.417
C 4.494 -9.942 1.800 0.762
F 4.110 -9.253 2.901 -0.274
F 5.854 -9.979 1.840 -0.296
C 3.938 -11.371 1.765 0.187
F 2.584 -11.378 1.666 -0.199
F 4.245 -12.045 2.905 -0.258
H 1.404 -7.513 2.896 0.282
H 3.516 -7.410 -0.021 0.120
H 3.694 -7.442 1.702 0.362
H 4.341 -11.929 0.915 0.236
F -0.583 4.080 -5.946 -0.245
C -1.132 4.073 -4.710 0.186
F -0.110 3.837 -3.843 -0.231
C -2.216 3.013 -4.561 0.988
F -1.708 1.760 -4.717 -0.270
F -2.690 3.063 -3.277 -0.313
C -3.422 3.184 -5.497 -0.796
O -3.408 2.399 -6.692 -0.420
C -2.686 2.960 -7.786 0.774
F -2.347 4.238 -7.490 -0.268
F -3.576 3.040 -8.813 -0.299
C -1.485 2.104 -8.206 0.183
F -0.601 1.951 -7.188 -0.192
F -0.802 2.686 -9.227 -0.259
H -1.521 5.072 -4.495 0.165
H -4.298 2.821 -4.945 0.424
H -3.648 4.238 -5.702 0.348
H -1.805 1.109 -8.527 0.241
F -4.441 -5.342 4.529 -0.204
C -4.968 -4.300 3.847 0.103
F -6.309 -4.522 3.793 -0.285
C -4.389 -4.170 2.444 0.935
F -4.685 -5.260 1.684 -0.280
F -5.000 -3.111 1.825 -0.326
C -2.876 -3.917 2.389 -0.809
O -2.052 -5.065 2.166 -0.346
C -1.720 -5.815 3.332 0.667
F -2.103 -5.126 4.433 -0.285
F -0.360 -5.852 3.372 -0.227
C -2.275 -7.245 3.297 0.328
F -3.629 -7.251 3.197 -0.236
F -1.968 -7.918 4.437 -0.272
H -4.809 -3.387 4.428 0.285
H -2.698 -3.283 1.511 0.443
H -2.519 -3.315 3.234 0.325
H -1.872 -7.802 2.447 0.209
F -2.576 7.407 -0.227 -0.191
C -3.068 7.842 -1.409 0.051
F -2.950 6.799 -2.275 -0.228
C -2.324 9.063 -1.935 0.886
F -1.020 8.773 -2.195 -0.270
F -2.873 9.411 -3.142 -0.343
C -2.393 10.302 -1.031 -0.694
O -1.271 10.515 -0.169 -0.405
C -1.309 9.810 1.070 0.736
F -2.532 9.250 1.230 -0.251
F -1.207 10.761 2.038 -0.297
C -0.165 8.800 1.213 0.212
F -0.197 7.866 0.228 -0.178
F -0.252 8.124 2.389 -0.255
H -4.136 8.049 -1.287 0.235
H -2.390 11.174 -1.698 0.411
H -3.345 10.376 -0.491 0.344
H 0.807 9.299 1.172 0.228
```



Record 5
Formula: C34H36MnN9P2S2Se2
Source: the Open Molecules 2025 dataset
Level of theory: ωB97M-V/def2-TZVPD

Calculated values
F_max, eV Å⁻¹: 0.58
Total charge: +1
Energy above the lowest of the compared OMol25 structures with the same formula, charge and spin, kcal/mol: 1.7
HOMO (alpha / beta), eV: -9.4396 / -9.4406
Molecular weight, Da: 909.7
Frontier orbital gap (alpha / beta), Eh: 0.266 / 0.265
Multiplicity: 6

The geometry in XYZ format:
```
86
Properties=species:S:1:pos:R:3:mulliken_charge:R:1
Mn -0.520 -1.905 2.468 0.455
C 4.964 -1.700 3.220 -1.208
C 3.837 -1.709 4.180 0.905
N 3.921 -1.591 5.463 -0.772
N 2.627 -1.639 5.902 0.237
C 1.727 -1.787 4.926 0.149
S 0.055 -1.876 5.055 -0.324
N 2.511 -1.852 3.807 0.168
N 1.973 -1.949 2.531 -0.123
H 5.891 -1.578 3.774 0.363
H 4.862 -0.877 2.512 0.249
H 5.013 -2.633 2.657 0.325
H 2.420 -1.543 6.882 0.194
H 2.004 -1.037 2.073 -0.089
H 2.448 -2.654 1.977 0.317
Se 0.225 -1.908 -4.844 -0.310
P 0.207 -0.378 -3.422 -0.034
C 1.698 0.643 -3.507 0.447
C 1.911 1.398 -4.661 -0.256
C 3.109 2.066 -4.847 -0.852
C 4.118 1.958 -3.898 -0.569
C 3.921 1.188 -2.763 -0.613
C 2.713 0.536 -2.563 -0.138
C -1.239 0.704 -3.636 0.593
C -2.468 0.063 -3.816 -0.606
C -3.611 0.802 -4.056 -0.795
C -3.544 2.190 -4.124 -0.623
C -2.328 2.831 -3.954 -0.691
C -1.177 2.089 -3.715 -0.196
C 0.101 -0.987 -1.699 0.853
C 0.020 -0.462 -0.401 -0.563
N -0.060 -1.539 0.420 0.916
N -0.028 -2.643 -0.316 -0.847
N 0.068 -2.333 -1.578 -0.563
P -0.078 1.132 0.434 1.391
Se 0.154 0.845 2.563 -0.251
C 1.180 2.285 -0.151 0.147
C 2.422 2.345 0.475 -0.580
C 3.377 3.243 0.029 -0.798
C 3.099 4.079 -1.044 -0.639
C 1.860 4.026 -1.666 -0.753
C 0.898 3.137 -1.215 -0.600
C -1.674 1.869 0.061 0.198
C -2.660 1.160 -0.611 0.038
C -3.913 1.730 -0.792 -1.203
C -4.175 3.000 -0.305 -0.799
C -3.187 3.712 0.366 -0.842
C -1.939 3.148 0.555 -0.580
H 1.149 1.431 -5.431 0.462
H 3.267 2.648 -5.745 0.441
H 5.062 2.464 -4.054 0.441
H 4.713 1.089 -2.031 0.447
H 2.571 -0.079 -1.683 0.372
H -2.507 -1.020 -3.807 0.484
H -4.556 0.297 -4.211 0.482
H -4.437 2.767 -4.325 0.432
H -2.268 3.910 -4.025 0.442
H -0.227 2.596 -3.617 0.562
H 2.623 1.716 1.333 0.313
H 4.338 3.298 0.524 0.458
H 3.847 4.779 -1.390 0.427
H 1.640 4.684 -2.496 0.485
H -0.079 3.114 -1.678 0.706
H -2.452 0.172 -1.000 0.875
H -4.679 1.183 -1.325 0.567
H -5.152 3.443 -0.450 0.476
H -3.393 4.704 0.745 0.441
H -1.171 3.695 1.090 0.508
N 0.285 -5.005 3.043 -0.207
C -0.075 -6.266 2.746 -0.115
C -1.230 -6.190 2.005 -0.960
C -1.498 -4.820 1.912 -0.325
N -0.577 -4.106 2.549 0.316
H 1.039 -4.704 3.634 0.118
H 0.506 -7.108 3.081 0.466
H -1.792 -7.005 1.586 0.393
H -2.301 -4.324 1.394 0.390
C -4.062 -2.179 1.366 -1.286
S -2.921 -1.032 2.160 0.520
C -3.769 -0.695 3.712 -1.184
H -4.325 -2.999 2.034 0.463
H -3.566 -2.567 0.477 0.323
H -4.961 -1.645 1.065 0.433
H -4.669 -0.117 3.515 0.405
H -3.090 -0.105 4.325 0.326
H -4.016 -1.622 4.227 0.374
```